Computed, not measured: a structure of composition C52H61BrCaF5N8O3S2Si, with ωB97M-V with the def2-TZVPD basis set.

Cartesian coordinates (Å):
Ca 0.97 -0.69 -0.01
S 3.63 3.27 1.17
C 4.89 2.10 0.94
C 6.27 2.28 0.88
C 7.07 1.17 0.71
C 6.51 -0.11 0.59
C 5.14 -0.29 0.65
C 4.32 0.83 0.82
N 2.93 0.80 0.92
C 2.42 1.98 1.10
C 0.99 2.24 1.37
C 0.59 3.51 1.84
C -0.72 3.70 2.25
C -1.61 2.63 2.16
C -1.20 1.41 1.64
C 0.12 1.15 1.22
H 6.70 3.27 0.97
H 8.15 1.29 0.65
H 7.15 -0.97 0.45
H 4.68 -1.26 0.53
H 1.31 4.33 1.92
H -1.04 4.66 2.63
H -2.63 2.76 2.51
H -1.94 0.61 1.56
C 3.00 3.95 5.36
C 2.06 2.79 5.17
C 0.86 2.68 5.86
C 0.03 1.60 5.65
C 0.44 0.64 4.73
Br -0.68 -0.86 4.41
N 1.57 0.71 4.06
C 2.35 1.77 4.28
H 2.91 4.38 6.35
H 2.79 4.74 4.62
H 4.03 3.63 5.21
H 0.57 3.45 6.58
H -0.92 1.49 6.16
H 3.29 1.79 3.72
C -3.17 1.24 -3.29
C -3.52 1.21 -1.80
C -5.02 0.97 -1.63
C -3.14 2.54 -1.17
O -2.76 0.21 -1.12
Si -2.83 -1.45 -1.16
S -1.29 -2.26 -0.06
O -2.83 -1.81 -2.77
C -3.06 -3.02 -3.49
C -2.22 -2.92 -4.75
C -4.54 -3.10 -3.83
C -2.64 -4.25 -2.68
O -4.35 -1.93 -0.66
C -4.90 -2.33 0.60
C -4.46 -1.38 1.71
C -4.49 -3.77 0.92
C -6.41 -2.26 0.41
H -3.65 2.09 -3.78
H -3.47 0.31 -3.78
H -2.09 1.34 -3.40
H -5.59 1.78 -2.10
H -5.28 0.93 -0.57
H -5.31 0.02 -2.09
H -3.61 3.36 -1.71
H -2.05 2.65 -1.20
H -3.45 2.57 -0.12
H -2.47 -2.01 -5.29
H -2.39 -3.79 -5.40
H -1.16 -2.89 -4.48
H -4.83 -2.25 -4.45
H -5.13 -3.07 -2.91
H -4.77 -4.03 -4.37
H -1.60 -4.17 -2.36
H -2.76 -5.15 -3.30
H -3.26 -4.35 -1.79
H -3.39 -1.49 1.89
H -5.00 -1.61 2.64
H -4.67 -0.35 1.42
H -3.40 -3.83 0.95
H -4.87 -4.45 0.16
H -4.89 -4.06 1.90
H -6.71 -1.23 0.20
H -6.93 -2.60 1.32
H -6.72 -2.89 -0.43
N -2.02 9.10 -5.30
C -1.63 8.08 -4.95
C -1.14 6.79 -4.52
C -1.34 6.36 -3.21
C -0.88 5.13 -2.80
C -0.20 4.31 -3.70
C 0.01 4.74 -5.01
C -0.46 5.97 -5.41
N 0.27 3.05 -3.29
C 0.43 1.92 -4.08
C 0.88 0.95 -3.24
N 1.03 1.46 -1.96
C 0.66 2.70 -2.02
H -1.87 7.00 -2.51
H -1.06 4.78 -1.79
H 0.55 4.11 -5.70
H -0.30 6.32 -6.42
H 0.15 1.89 -5.12
H 1.10 -0.08 -3.46
H 0.68 3.41 -1.20
C 4.14 -1.69 4.10
N 3.37 -2.92 4.03
C 4.21 -4.11 4.04
C 2.34 -2.93 3.07
N 2.23 -2.08 2.12
N 1.44 -3.97 3.22
C 0.39 -4.12 2.23
C 1.07 -4.46 4.53
H 4.73 -1.71 5.02
H 3.47 -0.84 4.14
H 4.83 -1.57 3.26
H 4.95 -4.09 3.22
H 3.61 -5.01 3.93
H 4.75 -4.16 4.98
H 3.00 -1.42 2.08
H -0.50 -3.53 2.48
H 0.11 -5.17 2.16
H 0.73 -3.78 1.26
H 1.81 -4.17 5.28
H 0.99 -5.55 4.51
H 0.10 -4.06 4.84
F 3.80 0.21 -2.00
C 3.50 -1.07 -2.34
C 2.42 -1.70 -1.77
C 2.21 -2.97 -2.27
F 1.19 -3.73 -1.81
C 3.00 -3.58 -3.23
F 2.73 -4.82 -3.69
C 4.08 -2.90 -3.74
F 4.87 -3.46 -4.66
C 4.34 -1.62 -3.29
F 5.38 -0.94 -3.81

Properties
ΔE to the lowest compared entry with this formula, charge and spin = 5.6 kcal per mole
energy = -7519.0506 Ha
E_HOMO = -0.18652 Eh
total charge = -1
LUMO energy = 1.8 eV



Computed, not measured: a cluster of 12 separate species, C12H48N24O12 in total, with ωB97M-V with the def2-TZVPD basis set.

Cartesian coordinates (Å):
C -0.67 0.61 0.55
O -0.53 0.79 1.76
N -0.94 1.62 -0.32
N -0.64 -0.61 -0.03
H -0.75 2.55 0.03
H -1.10 1.46 -1.30
H -0.62 -1.39 0.61
H -0.90 -0.71 -1.00
C 0.49 -5.70 0.76
O 1.10 -4.95 1.54
N 0.91 -6.96 0.60
N -0.64 -5.35 0.11
H 0.38 -7.64 0.08
H 1.75 -7.19 1.11
H -0.99 -5.82 -0.72
H -0.96 -4.41 0.25
C 1.62 1.80 -3.08
O 1.48 1.13 -4.10
N 1.46 3.13 -2.94
N 1.83 1.15 -1.88
H 1.19 3.53 -3.83
H 1.27 3.64 -2.08
H 2.27 0.25 -2.00
H 1.83 1.63 -1.00
C -4.49 2.79 -1.03
O -4.05 2.92 -2.18
N -4.32 1.66 -0.29
N -5.26 3.70 -0.42
H -3.69 0.95 -0.61
H -4.90 1.48 0.50
H -5.49 4.51 -0.97
H -5.41 3.62 0.57
C -2.88 -2.15 2.20
O -2.43 -3.17 1.71
N -2.31 -0.92 2.27
N -4.01 -2.22 2.98
H -1.30 -0.90 2.25
H -2.75 -0.17 2.76
H -4.49 -1.40 3.28
H -4.54 -3.08 3.00
C -2.08 -4.55 -2.60
O -1.55 -5.67 -2.52
N -3.37 -4.41 -2.90
N -1.40 -3.40 -2.36
H -3.94 -5.23 -2.99
H -3.71 -3.47 -2.97
H -0.43 -3.50 -2.11
H -1.92 -2.56 -2.19
C -0.74 5.26 -1.10
O -0.15 4.20 -0.82
N -2.08 5.36 -1.25
N -0.11 6.38 -1.55
H -2.43 6.26 -1.52
H -2.81 4.69 -1.09
H -0.59 6.91 -2.25
H 0.89 6.27 -1.60
C 2.96 2.03 3.05
O 2.52 2.35 4.15
N 4.24 2.21 2.69
N 2.28 1.23 2.17
H 4.68 2.88 3.31
H 4.75 1.70 2.00
H 1.27 1.28 2.31
H 2.80 1.01 1.35
C 0.16 -2.17 -4.82
O -0.56 -1.62 -5.66
N 0.86 -1.48 -3.89
N 0.26 -3.53 -4.73
H 0.92 -0.45 -3.96
H 1.33 -2.08 -3.24
H -0.17 -4.20 -5.34
H 0.86 -3.80 -3.97
C 1.13 -1.06 5.26
O 0.86 -1.96 6.07
N 2.32 -0.95 4.65
N 0.31 0.00 5.11
H 2.47 -0.22 3.97
H 2.89 -1.74 4.91
H 0.51 0.79 4.52
H -0.62 -0.12 5.48
C 2.67 -3.14 -1.36
O 1.45 -3.17 -1.61
N 3.15 -3.63 -0.20
N 3.61 -2.67 -2.24
H 4.11 -3.45 0.04
H 2.43 -4.08 0.35
H 3.34 -2.12 -3.03
H 4.52 -2.62 -1.80
C 2.34 5.12 1.74
O 3.08 5.04 0.78
N 1.02 4.73 1.74
N 2.67 5.73 2.93
H 0.57 4.51 0.86
H 0.42 4.95 2.51
H 3.53 6.24 2.97
H 1.96 5.73 3.63

Properties
ΔE to the lowest compared entry with this formula, charge and spin = 73.0 kcal per mole
energy = -2703.5446 Ha
E_HOMO = -0.31966 Eh
LUMO energy = -0.2 eV